# 1
Molecular formula: C17H24F9N2O11P2
Method: DFT, the ωB97M-V functional and the def2-TZVPD basis

Output
Total charge ... -1
Max |F| ... 1.59 eV Å⁻¹
Calculated total energy ... -86558.77009 eV
Multiplicity ... 1
Highest occupied orbital energy ... -4.95 eV

XYZ file:
```
65
Properties=species:S:1:pos:R:3:lowdin_charge:R:1
N -1.586 2.989 3.953 -0.241
P -1.341 3.365 2.458 0.725
N -0.293 2.433 1.499 -0.234
C 0.979 3.097 1.171 -0.205
C 1.082 3.428 -0.357 -0.103
C 0.994 4.903 -0.557 -0.213
F -0.074 5.518 0.013 0.048
C 1.900 5.659 -1.197 -0.304
F 2.555 6.698 -0.699 0.129
F 2.304 5.413 -2.432 0.130
C -0.172 1.009 1.899 -0.384
C -1.568 0.355 2.008 -0.159
C -2.466 0.554 0.754 -0.109
C -3.883 0.924 1.142 -0.531
O -4.567 0.304 1.907 0.107
O -4.399 2.040 0.550 0.071
C 0.666 0.765 3.232 -0.716
O 0.345 -0.266 3.839 -0.021
O 1.542 1.608 3.487 -0.035
P 0.649 0.036 0.565 0.524
O 0.174 0.303 -0.816 -0.280
O 2.236 0.205 0.683 -0.095
O 0.414 -1.511 0.917 -0.113
H -2.572 2.811 4.112 -0.036
H -0.747 4.625 2.314 0.007
H -2.524 3.449 1.696 0.000
H 1.832 2.513 1.496 0.098
H 1.028 4.048 1.700 0.091
H 0.232 2.945 -0.847 0.101
H 1.995 3.039 -0.798 0.107
H -2.076 0.691 2.908 0.103
H -1.427 -0.712 2.139 0.101
H -2.062 1.300 0.070 0.092
H -2.557 -0.383 0.200 0.123
H -3.784 2.361 -0.119 0.095
H 2.566 0.206 -0.226 0.078
H -0.323 -1.825 0.379 0.061
C 2.642 -0.642 -7.301 -0.063
C 2.763 -1.019 -5.841 -0.200
O 2.701 0.143 -4.995 0.030
C 1.481 0.588 -4.713 -0.391
O 0.448 0.127 -5.093 0.174
C 1.580 1.796 -3.758 -0.548
F 2.536 2.651 -4.155 0.158
F 1.882 1.374 -2.531 0.149
F 0.430 2.457 -3.719 0.180
H 3.400 0.095 -7.568 0.081
H 2.771 -1.524 -7.929 0.080
H 1.666 -0.207 -7.511 0.077
H 3.733 -1.470 -5.639 0.124
H 1.996 -1.733 -5.546 0.126
C -0.802 -5.316 4.713 -0.053
C -1.543 -6.261 3.792 -0.197
O -1.772 -5.652 2.504 0.036
C -0.768 -5.707 1.647 -0.402
O 0.300 -6.218 1.810 0.171
C -1.181 -5.019 0.330 -0.544
F -1.828 -3.875 0.573 0.167
F -1.997 -5.815 -0.380 0.161
F -0.117 -4.752 -0.419 0.176
H -1.334 -4.369 4.799 0.090
H -0.708 -5.759 5.704 0.081
H 0.195 -5.099 4.333 0.083
H -2.534 -6.485 4.182 0.122
H -1.012 -7.203 3.665 0.121
```

# 2
Molecular formula: C17H24FO17P
Method: DFT, the ωB97M-V functional and the def2-TZVPD basis

Output
Max |F| ... 4.47 eV Å⁻¹
Calculated total energy ... -64832.34064 eV
Structure (SMILES) ... O=C(F)CPO.O=C1OCCO1.O=C1OCCO1.O=C1OCCO1.O=C1OCCO1.O=C1OCCO1
Multiplicity ... 1
Highest occupied orbital energy ... -8.92 eV

XYZ file:
```
60
Properties=species:S:1:pos:R:3:lowdin_charge:R:1
O -1.543 -1.295 3.744 0.175
C -2.578 -1.155 3.272 -0.554
F -2.866 0.038 2.744 0.103
C -3.567 -2.324 3.230 -0.293
P -5.208 -2.015 2.401 0.820
O -6.004 -0.805 3.229 -0.379
H -3.674 -2.665 4.263 0.092
H -3.076 -3.105 2.635 0.086
H -4.899 -1.469 1.123 -0.048
H -6.387 -1.187 4.027 0.035
O 2.434 3.839 3.064 0.148
C 1.853 2.814 2.895 -0.592
O 2.014 2.015 1.809 0.051
C 1.324 0.786 2.063 -0.110
C 0.297 1.193 3.086 -0.109
O 0.937 2.297 3.750 0.068
H 0.877 0.396 1.150 0.129
H 2.034 0.055 2.448 0.114
H -0.628 1.547 2.631 0.110
H 0.065 0.396 3.784 0.113
O -2.185 2.236 -0.850 0.159
C -1.780 3.191 -0.268 -0.564
O -1.569 3.235 1.063 0.058
C -0.871 4.442 1.357 -0.108
C -1.236 5.333 0.201 -0.099
O -1.464 4.382 -0.853 0.043
H -1.189 4.846 2.315 0.145
H 0.199 4.230 1.398 0.125
H -2.154 5.897 0.375 0.135
H -0.442 6.026 -0.065 0.138
O 2.909 2.357 -5.115 0.166
C 2.007 2.265 -4.349 -0.556
O 1.872 1.256 -3.437 0.028
C 0.799 1.613 -2.562 -0.123
C -0.006 2.566 -3.395 -0.118
O 0.974 3.144 -4.261 0.071
H 0.231 0.733 -2.265 0.134
H 1.213 2.086 -1.667 0.135
H -0.757 2.061 -4.005 0.140
H -0.494 3.330 -2.797 0.111
O 1.040 -4.416 -2.360 0.147
C 1.379 -3.678 -3.231 -0.560
O 2.569 -3.750 -3.879 0.067
C 2.515 -2.852 -4.992 -0.111
C 1.461 -1.867 -4.561 -0.115
O 0.628 -2.652 -3.701 0.063
H 3.483 -2.386 -5.163 0.137
H 2.229 -3.411 -5.886 0.134
H 1.871 -1.036 -3.989 0.116
H 0.890 -1.472 -5.399 0.139
O 2.070 -2.052 3.515 0.158
C 1.793 -2.788 2.623 -0.559
O 2.310 -4.031 2.461 0.069
C 1.574 -4.678 1.418 -0.111
C 1.028 -3.515 0.629 -0.124
O 0.917 -2.491 1.625 0.041
H 2.222 -5.319 0.826 0.137
H 0.787 -5.286 1.869 0.134
H 1.713 -3.179 -0.150 0.124
H 0.060 -3.727 0.180 0.131
```

# 3
Molecular formula: C17H24GaN4O5
Method: DFT, the ωB97M-V functional and the def2-TZVPD basis

Output
Total charge ... +1
Relative energy (zero: lowest compared OMol25 entry of this formula, charge and spin) ... 95.7 kcal per mole
Max |F| ... 4.07 eV Å⁻¹
Calculated total energy ... -86580.97970 eV
Multiplicity ... 1
Highest occupied orbital energy (spin up / spin down) ... -6.98 / -6.72 eV

XYZ file:
```
51
Properties=species:S:1:pos:R:3:lowdin_charge:R:1
O 0.929 3.255 -0.316 0.033
H 0.620 3.630 0.589 0.217
Ga -0.596 -0.456 -0.577 0.386
N -1.529 -1.247 -2.233 -0.133
N 0.962 -1.364 -1.642 -0.123
O -2.351 -0.197 -2.795 -0.125
O 2.355 -1.493 -1.512 -0.139
C -0.750 -1.865 -3.179 -0.346
C 0.576 -2.028 -2.742 -0.341
C -1.253 -2.246 -4.511 -0.050
C 1.655 -2.854 -3.337 -0.046
H -2.176 -1.708 -4.701 0.071
H -1.460 -3.312 -4.547 0.075
H -0.544 -2.017 -5.299 0.078
H 2.000 -3.581 -2.586 0.087
H 2.531 -2.290 -3.668 0.082
H 1.275 -3.419 -4.192 0.080
H -1.767 0.545 -2.493 0.024
H 2.684 -0.842 -0.841 0.077
O -1.405 -2.320 0.407 -0.021
H -1.870 -2.761 -0.337 0.089
H -0.643 -2.900 0.595 0.080
C 2.395 2.827 -0.706 0.130
H 2.889 3.168 0.200 0.101
H 2.743 3.290 -1.623 0.108
H 2.295 1.723 -0.704 0.092
O -0.593 1.151 -1.433 -0.216
H 0.168 2.877 -0.830 0.123
H 0.195 1.274 -1.988 0.042
C 2.477 -1.221 2.728 -0.017
C 1.840 -1.274 1.498 -0.079
N 0.788 -0.486 1.239 0.091
C 0.306 0.358 2.187 -0.129
C 0.926 0.473 3.464 -0.134
C 2.041 -0.360 3.719 0.030
C 0.296 1.309 4.431 -0.015
C -0.874 1.942 4.182 -0.011
C -1.599 1.770 2.963 -0.138
C -2.880 2.232 2.684 0.017
C -3.502 1.897 1.513 -0.009
C -2.849 1.141 0.555 -0.023
N -1.648 0.613 0.849 0.082
C -0.983 0.958 1.969 -0.128
H 3.323 -1.862 2.901 0.118
H 2.173 -1.951 0.725 0.114
H 2.480 -0.330 4.724 0.135
H 0.782 1.379 5.424 0.137
H -1.347 2.571 4.953 0.134
H -3.368 2.832 3.455 0.137
H -4.501 2.215 1.282 0.122
H -3.217 0.956 -0.444 0.133
```

# 4
Molecular formula: C17H24IN10O4S3
Method: DFT, the ωB97M-V functional and the def2-TZVPD basis

Output
Total charge ... -1
Max |F| ... 15.13 eV Å⁻¹
Calculated total energy ... -81701.75991 eV
Multiplicity ... 1
Highest occupied orbital energy ... -4.61 eV

XYZ file:
```
59
Properties=species:S:1:pos:R:3:lowdin_charge:R:1
O -0.970 -1.332 1.691 -0.515
S -0.662 -2.536 0.768 0.274
O -1.264 -2.232 -0.660 -0.517
I 1.763 -2.670 0.415 0.888
N -1.380 -4.051 1.272 -0.381
S -0.487 -4.805 2.571 0.583
O -1.472 -5.802 3.288 -0.442
O 0.730 -5.661 2.107 -0.477
N 0.090 -3.713 3.805 -0.129
C 1.455 -3.961 3.989 -0.580
S 3.168 -3.843 3.760 0.547
C -3.489 -7.358 1.144 -0.081
C -3.624 -8.620 0.307 -0.218
N -3.736 -9.667 -0.387 0.050
H -2.574 -7.404 1.742 0.057
H -3.444 -6.482 0.492 0.074
H -4.348 -7.261 1.813 0.076
C -4.019 -0.475 2.563 -0.087
C -5.281 -0.477 3.411 -0.215
N -6.328 -0.478 4.114 0.052
H -3.255 -1.101 3.031 0.067
H -4.239 -0.866 1.566 0.042
H -3.635 0.545 2.469 0.073
C 3.055 0.441 -3.322 -0.082
C 2.612 -0.554 -2.262 -0.112
N 2.245 -1.379 -1.382 -0.282
H 3.137 -0.059 -4.291 0.080
H 2.326 1.252 -3.400 0.031
H 4.028 0.862 -3.055 0.057
C -5.539 -1.654 -1.406 -0.074
C -4.690 -0.443 -1.052 -0.209
N -3.986 0.561 -0.758 0.103
H -5.926 -1.553 -2.423 0.071
H -4.935 -2.563 -1.343 0.080
H -6.379 -1.736 -0.711 0.074
C 0.152 1.554 4.156 -0.079
C 1.172 0.434 4.028 -0.193
N 2.018 -0.495 3.921 0.108
H -0.374 1.472 5.111 0.073
H 0.655 2.523 4.108 0.067
H -0.576 1.490 3.342 0.071
C 5.330 3.902 -2.745 -0.068
C 3.849 3.616 -2.934 -0.179
N 2.620 3.379 -3.090 0.106
H 5.468 4.658 -1.967 0.033
H 5.851 2.987 -2.449 0.080
H 5.761 4.270 -3.680 0.079
C 4.787 6.650 0.705 -0.076
C 5.807 5.530 0.577 -0.210
N 6.652 4.601 0.471 0.098
H 4.261 6.568 1.661 0.079
H 5.290 7.620 0.658 0.076
H 4.059 6.586 -0.108 0.074
C -0.562 5.323 -5.007 -0.086
C 0.225 4.268 -5.767 -0.223
N 0.878 3.393 -6.397 0.078
H -0.769 6.176 -5.659 0.070
H -1.510 4.903 -4.659 0.077
H 0.013 5.667 -4.143 0.070
```

Question: What is the max |F| in the fourth record?
Answer: 15.13 eV Å⁻¹